Entry 1:
128
Properties=species:S:1:pos:R:3 method="wB97M-V/def2-TZVPD" largest_force_ev_per_a=1.01 charge=-1 energy_ha=-3262.4111
C -2.01 -1.68 0.54
C -0.64 -2.35 0.68
O 0.21 -2.00 -0.38
C 0.42 -3.11 -1.29
N -0.90 -3.24 -2.00
C 1.49 -2.64 -2.28
C 2.42 -1.53 -1.78
C 3.45 -1.14 -2.87
C 3.54 0.35 -3.25
N 2.43 1.18 -2.72
C 2.40 2.48 -3.23
N 3.34 3.33 -3.15
N 1.15 2.85 -3.82
H -2.04 -0.73 1.09
H -2.21 -1.50 -0.52
H -2.82 -2.30 0.93
H -0.75 -3.44 0.70
H -0.18 -2.07 1.64
H -0.74 -3.93 -2.73
H -1.06 -2.35 -2.52
H 2.13 -3.48 -2.57
H 1.01 -2.28 -3.22
H 1.85 -0.69 -1.39
H 2.97 -1.93 -0.92
H 4.44 -1.46 -2.57
H 3.21 -1.70 -3.77
H 3.55 0.43 -4.34
H 4.49 0.77 -2.90
H 1.55 0.72 -2.86
H 4.11 2.95 -2.62
H 1.14 3.87 -3.80
H 1.18 2.59 -4.80
F -2.45 -4.33 2.19
C -3.27 -5.18 1.56
C -4.18 -5.92 2.29
C -5.03 -6.78 1.60
C -4.95 -6.89 0.22
C -4.02 -6.13 -0.48
C -3.17 -5.26 0.18
H -4.22 -5.82 3.36
H -5.75 -7.37 2.15
H -5.61 -7.56 -0.31
H -3.96 -6.21 -1.56
H -2.44 -4.65 -0.34
F -5.35 -2.05 0.27
C -5.72 -1.14 -0.65
C -4.88 -0.85 -1.70
C -5.29 0.09 -2.64
C -6.52 0.72 -2.51
C -7.35 0.42 -1.44
C -6.95 -0.52 -0.50
H -3.92 -1.34 -1.78
H -4.64 0.32 -3.48
H -6.83 1.46 -3.25
H -8.30 0.91 -1.34
H -7.58 -0.78 0.34
F -2.20 1.13 0.20
C -1.11 1.87 0.47
C -0.34 2.33 -0.58
C 0.77 3.12 -0.31
C 1.10 3.42 1.01
C 0.31 2.95 2.05
C -0.81 2.17 1.78
H -0.60 2.08 -1.60
H 1.37 3.49 -1.12
H 1.97 4.03 1.21
H 0.57 3.18 3.07
H -1.43 1.78 2.57
F -2.63 -4.26 -5.45
C -3.94 -4.03 -5.29
C -4.40 -3.59 -4.06
C -5.76 -3.35 -3.91
C -6.63 -3.57 -4.97
C -6.14 -4.02 -6.19
C -4.79 -4.25 -6.36
H -3.70 -3.43 -3.25
H -6.14 -3.00 -2.97
H -7.69 -3.39 -4.84
H -6.82 -4.20 -7.02
H -4.38 -4.60 -7.30
F 3.86 5.11 1.34
C 3.93 5.72 2.54
C 3.83 4.94 3.68
C 3.91 5.57 4.91
C 4.08 6.94 4.99
C 4.18 7.70 3.83
C 4.10 7.09 2.59
H 3.69 3.87 3.59
H 3.83 4.98 5.81
H 4.14 7.43 5.96
H 4.30 8.77 3.89
H 4.18 7.65 1.67
F 5.12 -3.73 -2.03
C 5.99 -4.11 -1.08
C 6.84 -5.16 -1.33
C 7.73 -5.55 -0.34
C 7.76 -4.87 0.88
C 6.89 -3.82 1.11
C 5.99 -3.42 0.12
H 6.79 -5.68 -2.28
H 8.41 -6.37 -0.51
H 8.45 -5.18 1.65
H 6.90 -3.30 2.05
H 5.30 -2.60 0.27
F -4.69 7.85 -2.24
C -4.22 6.61 -1.97
C -4.19 6.17 -0.67
C -3.71 4.90 -0.40
C -3.26 4.09 -1.44
C -3.29 4.56 -2.74
C -3.78 5.83 -3.02
H -4.54 6.82 0.13
H -3.68 4.53 0.62
H -2.88 3.10 -1.22
H -2.93 3.93 -3.55
H -3.82 6.21 -4.03
F 3.04 3.05 6.91
C 4.08 2.62 7.65
C 4.97 1.73 7.09
C 6.05 1.30 7.86
C 6.21 1.76 9.16
C 5.30 2.66 9.69
C 4.23 3.10 8.94
H 4.82 1.37 6.08
H 6.75 0.60 7.44
H 7.05 1.42 9.75
H 5.43 3.02 10.70
H 3.51 3.81 9.33

***

Entry 2:
76
Properties=species:S:1:pos:R:3 method="wB97M-V/def2-TZVPD" largest_force_ev_per_a=0.71 energy_ha=-9316.6036 spin_multiplicity=3 s_squared=2.01
Ni -0.05 -0.87 0.49
F 1.42 -6.26 4.58
C 0.72 -5.44 3.79
C 1.16 -4.14 3.57
F 2.27 -3.70 4.16
C 0.42 -3.31 2.75
F 0.86 -2.04 2.59
C -0.75 -3.70 2.11
S -1.67 -2.64 1.08
C -1.16 -5.01 2.37
F -2.28 -5.48 1.80
C -0.45 -5.87 3.18
F -0.88 -7.11 3.39
I 3.70 -2.32 0.93
C 2.42 -2.84 -0.64
C 3.01 -3.57 -1.67
C 2.20 -4.07 -2.67
C 0.83 -3.86 -2.58
C 0.34 -3.12 -1.52
N 1.12 -2.58 -0.57
H 4.07 -3.74 -1.67
H 2.63 -4.63 -3.49
H 0.15 -4.26 -3.31
H -0.72 -2.96 -1.39
N -4.44 1.74 -5.01
C -3.74 1.25 -4.23
C -2.88 0.64 -3.26
C -1.54 1.00 -3.18
C -0.76 0.41 -2.21
N -1.22 -0.50 -1.35
C -2.50 -0.88 -1.46
C -3.37 -0.34 -2.40
H -1.12 1.75 -3.84
H 0.28 0.69 -2.09
H -2.84 -1.64 -0.78
H -4.39 -0.66 -2.44
C 4.49 2.16 -1.06
Si 2.85 1.39 -1.56
C 1.98 2.53 -2.82
C 3.25 -0.15 -2.57
As 1.59 0.95 0.36
Si 0.70 3.12 0.56
C -0.80 3.43 -0.56
C 0.23 3.52 2.34
C 1.94 4.46 0.10
H 5.11 2.34 -1.94
H 5.02 1.48 -0.39
H 4.36 3.11 -0.54
H 2.72 3.12 -3.37
H 1.28 3.21 -2.36
H 1.44 1.93 -3.56
H 3.69 0.16 -3.52
H 2.36 -0.73 -2.79
H 3.97 -0.79 -2.06
H -1.45 2.56 -0.61
H -0.47 3.66 -1.57
H -1.39 4.27 -0.20
H -0.01 2.65 2.93
H -0.62 4.20 2.37
H 1.07 4.01 2.83
H 2.33 4.39 -0.91
H 2.78 4.49 0.79
H 1.41 5.41 0.19
Se -0.45 -0.08 3.81
N -1.10 0.18 2.16
C -2.22 0.88 2.29
C -3.09 1.26 1.23
C -4.20 1.98 1.52
C -4.52 2.37 2.86
C -3.74 2.02 3.90
C -2.56 1.25 3.65
N -1.73 0.83 4.58
H -2.86 0.97 0.22
H -4.86 2.28 0.71
H -5.42 2.96 3.03
H -3.97 2.30 4.92

***

Entry 3:
43
Properties=species:S:1:pos:R:3 method="wB97M-V/def2-TZVPD" relative_energy_ev=2.451 smiles="CC(C)[C@H](N)C(=O)N[C@@H](Cc1c[nH]c2ccccc12)C(=O)O" largest_force_ev_per_a=3.69 energy_ha=-1012.2863
C -2.83 3.13 -2.32
C -2.60 2.48 -0.97
C -1.30 3.04 -0.30
C -2.68 0.98 -1.06
N -3.96 0.64 -1.57
C -2.49 0.39 0.33
O -3.02 0.92 1.32
N -1.78 -0.70 0.41
C -0.76 -1.27 -0.50
C 0.48 -0.41 -0.44
C 1.35 -0.60 0.79
C 1.07 -0.04 1.99
N 2.11 -0.28 2.86
C 3.15 -0.87 2.17
C 4.44 -1.27 2.53
C 5.23 -1.94 1.56
C 4.75 -2.18 0.26
C 3.45 -1.83 -0.12
C 2.67 -1.14 0.87
C -0.63 -2.71 -0.08
O -0.82 -3.07 1.07
O -0.32 -3.59 -1.02
H -3.71 2.89 -2.86
H -2.10 2.93 -3.08
H -2.98 4.32 -2.19
H -3.41 2.73 -0.32
H -1.32 4.10 -0.35
H -0.37 2.71 -0.91
H -1.14 2.74 0.71
H -1.92 0.55 -1.69
H -4.05 -0.31 -1.91
H -4.72 0.83 -0.96
H -1.77 -1.21 1.30
H -1.12 -1.26 -1.58
H 0.14 0.66 -0.47
H 1.11 -0.65 -1.31
H 0.14 0.37 2.39
H 2.29 0.28 3.67
H 4.80 -1.12 3.54
H 6.26 -2.24 1.74
H 5.40 -2.70 -0.50
H 3.16 -2.13 -1.13
H -0.17 -3.18 -1.86

***

Entry 4:
14
Properties=species:S:1:pos:R:3 method="wB97M-V/def2-TZVPD" relative_energy_ev=8.511 largest_force_ev_per_a=5.21 energy_ha=-394.8922
C -1.60 -2.22 0.83
C 1.19 2.36 -0.83
N -0.58 -1.53 0.13
N 1.27 0.10 -0.66
N -0.47 -0.35 0.24
O -1.02 0.67 0.62
O 1.54 1.29 -0.03
H -2.09 -3.02 0.19
H -2.21 -1.57 1.48
H -1.15 -2.96 1.58
H 1.97 3.07 -0.51
H 0.10 2.81 -0.83
H 1.28 2.05 -1.93
H 1.79 -0.71 -0.28